DFT (ωB97M-V/def2-TZVPD) results for C5H10O2 in the gas phase.

```
! wB97M-V def2-TZVPD RIJCOSX def2/J DEFGRID3
* xyz 0 1
C 1.001 0.360 2.447
C 0.926 -0.106 1.020
C -0.959 0.405 -1.206
C -1.174 -1.109 -0.963
O -0.042 -1.889 -1.259
C 0.486 0.851 -1.080
O 0.835 0.986 0.315
H 0.009 0.138 2.869
H 1.725 -0.204 3.038
H 1.176 1.440 2.523
H -1.297 0.682 -2.209
H -1.563 0.982 -0.493
H -1.983 -1.453 -1.615
H -1.499 -1.282 0.073
H 0.557 -1.742 -0.501
H 0.635 1.851 -1.489
H 1.164 0.143 -1.561
*
```

* molecular weight: 102.1 g mol⁻¹
* frontier orbital gap: 0.3595 Eh
* lowest unoccupied orbital energy: 0.03404 hartree
* calculated total energy: -9439.328 eV
* HOMO energy: -0.3255 Ha